{
  "formula": "C48H108FP3",
  "method": "ωB97M-V with the def2-TZVPD basis set",
  "symbols": ["C", "H", "H", "C", "H", "H", "C", "H", "H", "H", "H", "H", "C", "H", "C", "C", "C", "H", "H", "H", "H", "P", "C", "H", "H", "C", "H", "H", "P", "H", "C", "H", "H", "H", "C", "H", "H", "H", "C", "H", "H", "H", "H", "C", "H", "C", "H", "C", "C", "C", "H", "C", "C", "H", "C", "H", "H", "C", "H", "H", "C", "H", "H", "H", "C", "C", "H", "H", "H", "H", "H", "H", "C", "H", "H", "C", "H", "H", "H", "H", "H", "H", "C", "H", "H", "H", "C", "H", "C", "H", "C", "H", "C", "H", "C", "C", "H", "H", "H", "C", "H", "H", "H", "H", "H", "H", "H", "H", "C", "H", "H", "H", "C", "H", "H", "H", "C", "H", "H", "C", "H", "H", "H", "C", "C", "F", "H", "H", "H", "H", "H", "H", "H", "H", "H", "C", "H", "C", "P", "H", "H", "C", "H", "H", "H", "H", "H", "C", "H", "H", "H", "H", "H", "C", "C", "H", "H", "C", "C", "H"],
  "coordinates": [[-1.425262, 4.931780, -3.237981], [3.943552, -0.644582, 1.341213], [-0.535546, -1.080843, 2.510884], [-0.359558, -0.240657, 4.529826], [5.883720, 0.384370, 0.403473], [-1.667848, -1.986563, 6.007902], [-1.613606, -3.842396, -0.955525], [-1.032450, -2.972448, -3.610404], [1.278851, -1.992882, 0.718101], [2.500125, -0.162095, -2.675247], [-4.314994, 0.222912, 2.009727], [0.663894, -5.676584, 0.954488], [1.384099, -0.831599, -8.136486], [1.130188, -4.372060, -0.167146], [3.320266, 0.254481, 1.288143], [-3.504661, 4.109313, 1.468186], [-3.611474, 0.063960, -3.052190], [0.058000, -1.502727, -5.674480], [-1.447358, -0.189578, 4.603035], [-6.309585, -0.148078, 1.034294], [0.086614, 0.708819, 4.250231], [-2.349791, 2.790391, 1.076721], [-1.252527, 3.490272, -0.194962], [-1.151061, 0.381361, -5.341034], [-0.656654, -2.242539, 7.433449], [2.824284, -5.357667, 0.673030], [6.068093, -1.929246, 1.871586], [4.694771, -1.210825, -1.405543], [1.704065, -1.380503, 2.952065], [-3.580111, 1.564475, -0.562937], [-5.500966, 0.112875, 0.343299], [-0.532206, 1.844608, 2.305966], [-0.222318, 3.269026, 0.093489], [-4.022030, 1.034691, -3.351020], [-1.501470, 2.999014, -1.628905], [-2.852318, -3.902812, -2.748865], [4.904786, 1.254575, -0.775367], [-0.102962, -2.883232, 5.962977], [-0.563169, 3.428336, 4.859467], [-4.456916, -0.585553, -2.831767], [5.990283, -3.124100, -2.141721], [-5.389994, 5.991427, 1.438182], [4.696508, 1.636501, 2.237375], [2.462917, -0.495150, -7.094510], [3.278284, -5.500554, 1.660264], [-1.073537, 3.667608, 3.444307], [3.519204, -4.640260, 0.220409], [-0.341768, 0.162427, -3.240503], [-0.635907, -2.018976, 6.367890], [-4.984530, 5.866606, 0.430324], [1.486650, -2.463307, -5.424882], [1.929747, -0.336075, -5.666742], [1.043108, -1.487983, -5.200126], [-6.283047, 7.296465, -0.573544], [4.196395, -2.538785, 3.824297], [-4.009672, 3.731063, 2.362528], [2.237836, -2.873940, 4.809043], [1.388417, -4.886280, 0.766851], [0.392190, 2.892586, 4.824336], [-2.049188, 1.759606, 3.191239], [-2.383173, -4.594719, -2.039579], [-1.645226, -1.815836, -1.442236], [0.205355, 4.075092, -2.123216], [4.569601, -3.319439, 4.485494], [5.250180, -3.270846, -1.356975], [-0.267058, -2.789011, -2.854575], [-2.649156, 0.517989, 0.486259], [0.791018, 0.074582, -8.271367], [-1.154796, 2.376124, 6.677280], [3.280373, -1.221962, -7.141588], [3.884747, -2.084025, -3.511055], [1.811505, -1.084770, -9.103795], [4.178522, -2.174295, -1.430346], [7.201742, -0.989882, 2.823463], [-1.942853, 4.320087, 3.506164], [-4.539958, 4.396569, 0.386156], [-1.730672, 1.493506, -4.107371], [-5.553556, 6.164918, -1.654465], [3.005869, -6.262599, 0.094374], [-0.259052, 4.147480, 2.892162], [4.175682, -3.004069, 2.834529], [0.444766, -3.620903, -2.879687], [-3.317276, 1.386170, 0.480938], [-2.365064, -1.418629, -3.866608], [-7.112590, 0.637156, -0.960764], [-0.416373, -2.290983, 3.743372], [0.010185, -0.693323, 5.960426], [5.523245, -1.134026, 4.778670], [-0.665787, 3.753507, -2.697617], [-5.199846, 1.674841, 1.761612], [-1.420472, 2.417066, 2.581331], [4.799284, -0.446760, 3.332456], [-5.975633, 6.255703, -0.651473], [-4.067545, 6.459319, 0.351547], [-0.035140, -1.311045, 3.461476], [-1.403216, 0.465101, -4.283621], [-0.797951, 5.629312, -3.808297], [-2.277963, 4.700846, -3.872547], [2.520244, 0.906826, 3.267930], [6.391022, -1.719363, 2.896432], [-6.827587, 5.578258, -0.570970], [-5.418387, 3.760774, 0.528802], [0.790208, -1.678018, -7.796616], [1.381228, 0.735455, 2.031817], [1.325100, 0.577485, -5.690645], [-0.875200, -4.529209, -0.531786], [2.763874, -0.123937, -4.997294], [-2.560404, 2.961815, -1.897502], [5.191289, -1.368410, 3.765844], [-6.034629, 1.939440, -0.769178], [-2.852494, 4.959948, 1.669092], [-1.796694, -5.304109, -2.627123], [2.798616, -2.112731, 4.264205], [4.781764, -4.241924, -1.540358], [-2.366844, -3.635208, -0.195630], [-0.412891, 3.061719, -3.499051], [-6.043615, 0.852838, -0.874937], [-3.215974, -0.320691, -5.099375], [-2.448952, 3.284395, 5.880719], [4.228003, 1.472743, 1.262776], [-0.304433, 4.359814, 5.360067], [3.659932, 2.364775, 0.983007], [5.682741, -3.317880, -0.359717], [-4.583855, 0.947321, 1.229199], [2.162816, -1.180694, -2.464144], [0.013385, 0.268183, 0.147778], [-1.332451, 4.574481, -0.070925], [1.099485, -0.785735, 5.991423], [-0.222431, -2.224307, -0.664854], [-0.723779, 0.105903, -2.209766], [2.804013, -2.646849, 1.145135], [3.580312, -2.210813, -0.517292], [2.962075, 0.436366, -7.371047], [-5.074731, -0.863644, 0.099172], [1.812814, -1.122275, -1.425758], [-0.867033, -2.586695, -1.468796], [-4.221907, 4.136684, -0.631061], [2.283610, 0.246332, 2.428847], [0.650661, -1.380401, -3.447091], [0.064293, -3.747994, 2.005637], [-3.063901, 0.244808, -2.120140], [5.318270, 1.312280, 0.236187], [2.776896, -3.224884, -2.696111], [-1.678461, 5.631532, -2.430903], [6.141182, 2.027570, 0.195424], [-3.220773, -5.180359, -1.657638], [-0.318211, 0.075120, 6.658606], [1.142304, -3.823414, 1.851388], [6.969526, -2.587988, 3.230415], [0.427105, 0.915499, -3.030914], [-1.204791, 1.946605, -1.661945], [2.775163, 0.154616, 0.346388], [-1.982722, 1.725645, 5.293420], [3.248687, -2.240837, -2.638271], [-2.670135, -0.411399, -4.163020], [-5.603576, 0.565963, -1.828498], [2.763568, -1.261118, 4.956234], [-1.578901, 2.645515, 5.710103], [1.803468, -2.491696, 1.546905], [1.507949, -4.220967, 2.808163]],
  "forces_ev_per_a": [[0.7, 1.8, -0.1], [0.1, 0.1, 0.1], [0.1, 0.2, 0.0], [-0.3, -1.6, 0.6], [-0.3, -0.2, 0.0], [0.0, -0.4, 0.1], [0.3, -0.9, -0.5], [0.0, -0.3, 0.1], [-0.1, 0.1, 0.2], [0.2, -0.1, -0.1], [0.4, 0.4, 0.2], [0.2, -0.3, -0.2], [0.5, 0.5, 0.5], [-0.1, -0.4, -0.1], [0.0, -0.6, 0.2], [0.0, -0.8, -0.1], [0.4, 0.8, -0.1], [0.1, 0.1, -0.2], [-0.1, 0.4, -0.6], [-0.2, 0.0, -0.3], [-0.2, 0.2, 0.2], [-0.1, 0.1, -0.4], [0.1, -0.1, -0.1], [0.9, 0.2, 0.2], [0.0, 0.6, 0.1], [1.1, 0.1, 0.4], [0.0, 0.0, 0.0], [-0.2, 0.1, -0.1], [1.0, -0.9, 0.1], [0.1, 0.3, 0.0], [-0.5, 0.2, 0.4], [-0.1, 0.0, -0.2], [0.0, -0.3, 0.0], [-0.1, 0.0, 0.1], [0.2, -0.8, -0.4], [0.0, 0.0, 0.0], [0.0, 0.0, 0.0], [-0.2, 0.0, -0.4], [-0.1, -1.4, 0.1], [0.2, -0.3, -0.2], [0.3, 0.0, 0.2], [-0.1, 0.5, -0.1], [-0.2, 0.1, 0.1], [0.5, -0.3, -0.4], [-0.3, -0.3, 0.1], [0.6, 0.1, -0.8], [-0.5, 0.3, -0.1], [1.0, -0.8, 0.8], [0.0, -0.1, -0.3], [0.7, -0.4, 0.1], [0.1, 0.0, 0.1], [-0.3, 0.6, -0.7], [0.0, -0.6, 0.3], [-0.2, -0.1, 0.2], [0.1, 0.6, -0.4], [0.1, 0.6, 0.3], [0.0, -0.2, -0.3], [0.0, 1.0, -0.1], [0.0, -0.1, -0.1], [-0.1, -0.1, -0.3], [-0.5, -0.1, -0.6], [0.2, 0.2, -0.7], [0.4, 0.0, -0.7], [0.0, 0.1, 0.2], [-0.9, -0.1, -0.5], [0.4, 0.0, 0.1], [0.3, 0.2, -0.2], [-0.4, -0.3, -0.1], [-0.1, 0.1, 0.1], [-0.2, -0.3, 0.2], [-0.4, 0.0, -0.3], [0.1, 0.0, 0.0], [0.5, -0.2, 0.5], [-0.5, 0.5, 0.1], [0.1, 0.1, -0.1], [-0.6, 0.1, -0.7], [0.1, 0.1, -0.2], [0.1, -0.2, 0.1], [-0.4, -0.1, 0.1], [-0.3, 0.6, 0.0], [-0.2, -0.1, 0.0], [-0.2, -0.2, 0.0], [0.1, -0.5, 0.2], [-0.2, -0.2, -0.8], [0.1, -0.1, -0.2], [0.3, -0.1, 0.2], [0.7, 0.0, -0.2], [-0.1, 0.1, 0.0], [-0.9, -0.3, 1.1], [0.3, 0.5, -0.4], [-0.2, 0.0, 1.0], [-0.5, -0.1, 0.2], [0.1, -0.3, 0.1], [-0.1, 0.2, 0.1], [0.0, 0.6, -0.2], [-1.1, 0.1, 0.1], [0.2, -0.5, -0.4], [-0.2, -0.2, 0.3], [0.5, -0.4, 0.2], [0.9, -0.6, -0.3], [-0.2, 0.3, -0.2], [0.0, 0.0, 0.2], [-0.2, 0.1, -0.2], [-0.1, -0.3, -0.3], [-0.1, 0.0, 0.3], [-0.3, 0.0, 0.1], [0.0, -0.2, 0.1], [-0.1, 0.4, 0.0], [0.8, -0.1, 0.0], [0.4, 0.0, 0.1], [-0.4, 0.2, 0.3], [0.2, 0.2, 0.0], [-1.1, 1.0, 0.0], [0.1, 0.0, 0.0], [0.4, 0.6, 0.3], [0.3, 0.1, 0.1], [-1.1, -0.2, -0.1], [0.1, -0.7, -0.1], [0.0, 0.0, 0.2], [0.1, 0.5, 0.0], [-0.3, 0.2, -0.2], [-0.1, 0.0, 0.4], [0.3, 0.1, -0.1], [0.3, -1.1, 0.7], [-0.5, 0.4, -0.2], [-0.1, -0.1, 0.1], [-0.2, 0.1, -0.3], [0.0, 0.2, 0.5], [0.5, 0.0, -0.5], [-0.4, -0.3, -0.1], [0.2, 0.1, 0.6], [0.0, 0.0, -0.1], [-0.1, 0.1, 0.0], [0.3, 0.2, -0.2], [-0.1, -0.1, 0.0], [-1.7, -0.1, 1.1], [0.4, 0.1, 0.1], [-0.8, 0.9, -0.3], [0.1, 1.4, 0.1], [0.0, 0.4, -0.2], [0.0, -0.2, 0.0], [1.0, -0.9, -0.8], [0.2, -0.1, -0.1], [-0.7, -0.4, 0.1], [-0.5, 0.6, 0.3], [0.2, 0.0, 0.3], [0.2, 0.1, 0.0], [0.1, -1.0, 0.5], [-0.5, -0.3, 0.1], [-0.1, 0.3, -0.8], [0.1, 0.1, 0.4], [-0.1, 0.2, 0.0], [0.3, 0.0, -0.3], [0.2, 0.2, 0.5], [0.0, 0.3, 1.2], [0.0, 0.2, 0.3], [0.8, -0.2, 0.2], [-0.1, 0.6, 0.3], [-0.8, 0.2, -0.9], [0.1, 0.0, -0.1]],
  "e_lumo_ev": -3.4,
  "e_above_lowest_kcal_mol": 47.1,
  "charge": 2,
  "orbital_gap_ev": 10.3306
}